59
Properties=species:S:1:pos:R:3:nbo_charge:R:1 method="wB97M-V/def2-TZVPD" orbital_gap_ev="6.175 / 6.210" charge=+2 homo_energy_ev="-13.7 / -13.7" de_lowest_kcal_mol=0.0
Os -0.09377 -0.74175 0.15799 1.29
C 4.04096 -2.04963 -0.35039 -0.25
C 2.64462 -2.01376 -0.37015 0.11
N 1.95069 -0.97170 0.06362 -0.48
C 2.60281 0.12293 0.52240 0.21
C 4.00379 0.15627 0.60538 -0.12
C 4.72117 -0.97454 0.15906 -0.07
C 4.63494 1.30946 1.12071 -0.07
C 3.87092 2.36873 1.51677 -0.21
C 2.46973 2.33268 1.41624 -0.14
C 1.80498 1.22171 0.93502 0.08
N 0.41656 1.01295 0.83094 -0.36
C -0.66168 1.85579 1.16770 0.10
C -0.61654 3.12926 1.69228 -0.15
C -1.78707 3.85694 1.97024 -0.17
C -3.01902 3.33351 1.71189 -0.14
C -3.11665 2.03355 1.16753 -0.10
C -4.35182 1.43557 0.84065 -0.06
C -4.36999 0.18741 0.27648 -0.26
C -3.15751 -0.48086 0.09013 0.11
N -1.98999 0.04419 0.42472 -0.47
C -1.94314 1.30312 0.92186 0.22
H 4.55729 -2.91949 -0.72895 0.26
H 2.06712 -2.84938 -0.74422 0.23
H 5.80203 -0.97049 0.21859 0.25
H 5.71430 1.33636 1.18711 0.23
H 4.33954 3.25558 1.91938 0.25
H 1.93422 3.20609 1.73476 0.22
H 0.31850 3.60957 1.90650 0.22
H -1.69545 4.84751 2.39273 0.25
H -3.92295 3.89379 1.90924 0.24
H -5.26799 1.98181 1.02491 0.24
H -5.29343 -0.28522 -0.02416 0.25
H -3.13158 -1.47485 -0.33925 0.21
C -0.36261 2.64953 -4.43259 -0.40
N -0.31361 1.33657 -3.78811 -0.39
C -0.25816 0.17562 -4.48183 0.15
C -0.24238 -1.04558 -3.88759 -0.40
C -0.25736 -1.05299 -2.47446 0.62
O -0.23113 -2.04346 -1.68960 -0.66
N -0.28797 0.10640 -1.81675 -0.55
C -0.32918 1.34931 -2.38663 0.77
O -0.37606 2.38173 -1.75799 -0.61
H -0.41858 2.53590 -5.51054 0.23
H 0.52037 3.22278 -4.15755 0.23
H -1.22906 3.19321 -4.06358 0.24
H -0.21782 0.26038 -5.55970 0.24
H -0.21460 -1.96274 -4.45265 0.26
Br 0.38968 -1.14959 3.26035 0.19
C -0.33464 -2.72473 2.52640 0.15
C -0.57068 -3.82253 3.32487 -0.24
C -1.11207 -4.94838 2.72019 -0.10
C -1.35636 -4.93025 1.35408 -0.23
C -1.06702 -3.79097 0.63244 0.07
N -0.57529 -2.68723 1.21509 -0.51
H -0.33423 -3.79054 4.37779 0.26
H -1.33112 -5.82770 3.31033 0.26
H -1.76295 -5.79489 0.85063 0.26
H -1.20274 -3.74294 -0.44027 0.25

57
Properties=species:S:1:pos:R:3:nbo_charge:R:1 method="wB97M-V/def2-TZVPD" orbital_gap_ev=6.683 charge=+1 homo_energy_ev=-11.4 de_lowest_kcal_mol=0.0
Ir -0.60802 -1.76506 0.64743 0.83
C -0.57031 3.96904 0.60433 -0.18
C -1.52226 3.03099 0.98991 -0.20
C -1.45517 1.73867 0.49806 -0.21
C -0.43164 1.36928 -0.37847 -0.42
C 0.50246 2.31899 -0.78081 -0.14
C 0.43308 3.61489 -0.28489 -0.22
P -0.40104 -0.31813 -1.04415 1.33
C -1.59740 -0.36627 -2.37829 -0.45
C -2.50972 0.66521 -2.58985 -0.17
C -3.38779 0.58875 -3.66082 -0.20
C -3.37029 -0.51529 -4.50005 -0.16
C -2.47509 -1.55523 -4.27809 -0.22
C -1.59264 -1.48580 -3.21579 -0.12
C 1.22117 -0.60604 -1.76157 -0.40
C 1.73561 -0.10473 -2.92820 -0.16
C 3.07813 -0.39093 -3.25594 -0.21
C 3.85484 -1.15728 -2.42682 -0.15
C 3.32328 -1.73384 -1.24756 0.02
C 4.05167 -2.58146 -0.37467 -0.20
C 3.43504 -3.14425 0.70612 -0.20
C 2.06118 -2.91528 0.96955 -0.24
C 1.31866 -2.08730 0.16296 -0.21
C 1.97589 -1.46727 -0.93853 -0.11
H -0.62163 4.97920 0.98867 0.24
H -2.32082 3.31018 1.66511 0.24
H -2.21307 1.01933 0.78736 0.23
H 1.29025 2.05161 -1.47279 0.22
H 1.16511 4.34763 -0.59767 0.23
H -2.52841 1.53000 -1.94073 0.23
H -4.08681 1.39479 -3.83770 0.23
H -4.05947 -0.56878 -5.33228 0.23
H -2.46622 -2.41594 -4.93268 0.23
H -0.88687 -2.29240 -3.04832 0.21
H 1.13607 0.51535 -3.58437 0.23
H 3.49410 0.00336 -4.17315 0.23
H 4.88986 -1.35150 -2.68070 0.23
H 5.09164 -2.79422 -0.58814 0.23
H 3.99408 -3.78964 1.37084 0.23
H 1.60211 -3.42434 1.81217 0.22
C 1.92874 0.64209 2.02855 -0.67
C 0.60174 0.31370 2.59897 0.46
N -0.31702 -0.55629 2.17506 -0.40
C -1.38439 -0.52758 3.05311 -0.01
C -1.11638 0.37921 4.02109 0.04
N 0.12455 0.87732 3.71800 -0.46
C -1.83321 0.87256 5.23324 0.76
O -3.00301 0.33618 5.49344 -0.64
O -1.30636 1.72876 5.89388 -0.56
C -2.52060 -1.44984 2.78761 0.78
O -3.49971 -1.45678 3.50619 -0.59
O -2.31831 -2.20140 1.74278 -0.75
H 2.10638 0.08005 1.11686 0.26
H 2.70975 0.39278 2.74812 0.26
H 1.98355 1.70891 1.80871 0.25
H 0.57559 1.58095 4.28910 0.47
H -3.28086 -0.33693 4.81581 0.52